No. 1
Computed, not measured: a molecular structure, C55H42BrIN8Tl in a non-equilibrium geometry, with the ωB97M-V functional and the def2-TZVPD basis.

Computed properties:
**2S+1**: 1
**Gap between HOMO and LUMO (spin up / spin down)**: 0.1117 / 0.1135 Ha
**Relative energy (zero: lowest compared OMol25 entry of this formula, charge and spin)**: 652.7 kJ/mol
**Total charge**: -1

CARTESIAN COORDINATES (ANGSTROEM)
H 3.63899 2.91048 7.82671
C 0.10278 3.68035 3.07488
C -3.12899 -4.79832 3.12191
H -5.64675 -3.78178 3.95318
C -0.49711 -0.20966 -4.93699
N 0.32818 -1.15220 -1.24272
C -1.05280 3.10400 -1.59296
C 1.67194 0.10421 2.76049
N -0.57053 1.78849 -1.68173
C -1.07855 2.49707 -3.82231
H -5.59275 -6.88440 1.82342
H 5.90663 2.97830 -5.45552
I 3.92423 1.36034 -0.86559
C 1.26679 2.06605 5.51583
C 1.85400 2.43887 6.72507
H -4.57310 -6.00008 3.87940
C 2.85831 -4.25033 0.64381
C 5.01984 2.29073 -3.61757
H 3.16976 -7.61096 1.05748
C -5.68724 -4.40076 3.02922
C 0.49738 -2.43054 -0.82167
H 0.68196 -7.52168 0.65331
C 0.58065 -3.26689 -2.00722
H -3.25022 -0.50116 -6.92011
H -6.64656 -4.91525 3.00825
H 0.24784 3.93170 4.12378
C 3.49034 2.03324 4.57623
C 0.48301 -0.68283 -5.82395
N 0.91768 -0.61492 1.83343
C 3.44755 -5.51135 0.74569
C -4.04164 6.96881 0.01579
C -4.42561 5.71177 -0.44266
H 1.20860 2.66893 7.53720
H -2.42092 -5.68832 3.23502
H 2.78266 -3.07980 3.00853
C 0.09934 -1.10083 -2.67559
H -3.89696 -2.42667 1.56873
H -5.47201 5.53174 -0.64045
C 2.65560 -6.68128 0.86028
C -3.47679 4.69526 -0.57572
N -0.86529 -3.15517 1.08094
Br 5.87478 0.63825 -3.97918
C 0.13079 -0.97703 -7.15200
C 2.33768 -2.11894 2.77078
C 2.09192 1.88271 4.42459
C -0.59128 1.35635 -3.03413
N -2.50041 -3.97683 2.08152
C 4.77161 4.55977 -4.51557
C 0.69229 -5.39890 0.42543
H -1.41117 -1.15692 -8.63287
H -2.52736 0.27112 -4.70704
C 3.75629 3.96807 -2.42019
H -3.13482 -4.25454 4.07407
H -3.71987 3.68507 -0.89040
C 1.43724 -4.20509 0.67132
N 0.47642 2.53104 1.10650
C -1.17283 -0.85483 -7.61919
H -2.37762 8.22142 0.65353
H 3.22797 4.33532 -1.52826
C -2.70413 7.21340 0.29169
H -4.76627 7.77691 0.06197
C -1.79078 -0.07720 -5.41252
C 1.35045 -1.92504 1.73017
H 3.45108 -3.33732 0.62485
H 4.97107 5.25565 -5.36776
H 5.10116 2.78113 5.77421
C -1.14535 3.84838 -0.35291
C -1.73776 6.23629 0.06776
H 1.51690 -0.76276 -5.46084
H -0.33740 -5.37713 0.06812
H -1.10285 2.55236 -4.91298
C -4.54166 -5.36901 2.93633
C -2.17004 -0.45007 -6.69988
H -0.69426 6.51600 0.19398
C -4.67522 -6.31994 1.72489
C 4.25882 2.66491 -2.50258
H -1.93405 4.44924 -3.19751
C -0.28418 0.02971 -3.46267
C 4.00429 4.89892 -3.42182
N -1.83543 -2.22989 0.90819
H 4.14289 1.72707 3.72253
H -1.33002 5.14215 2.24710
C 0.32877 -2.44445 -3.11728
H 0.92405 -1.32329 -7.87602
C -2.15437 4.92417 -0.25294
H -3.80838 -7.02384 1.70542
H 0.20119 1.89682 5.34977
C -2.89552 -2.80826 1.53426
H 4.52456 -5.55793 0.83233
H 3.58610 5.90657 -3.24111
C -0.39419 3.60903 0.83751
C 0.73765 2.51549 2.49505
H -5.75462 -3.68538 2.16371
H 0.35097 -2.71382 -4.16759
H -4.67355 -5.83667 0.74240
H 0.84779 -4.30822 -2.05843
C 1.28447 -6.63631 0.66635
C 5.28139 3.26377 -4.58842
H 3.22140 -0.64164 4.15260
C 3.23315 2.59648 6.85145
C 0.68395 -2.88680 0.70298
C 4.03437 2.50000 5.74766
C 2.50003 -0.88900 3.39377
C 1.44276 1.45682 3.15745
N -1.19104 -4.14590 1.89741
Tl 0.10915 0.58957 0.12484
C -0.62853 4.30320 2.09140
C -1.41069 3.49472 -2.96965

Cartesian forces, eV/Å:
H -0.17 -0.11 -0.57
C 0.89 -0.88 -0.09
C 0.63 -1.33 0.40
H -0.01 -0.40 -0.53
C 0.58 -0.45 0.52
N -1.13 1.38 -1.07
C -0.41 -0.29 -0.20
C -0.64 -1.73 0.09
N 0.31 -0.06 -0.66
C 0.52 -1.15 -0.15
H -0.18 -0.22 -0.07
H -0.49 0.21 0.62
I 0.02 0.26 -0.48
C 0.57 0.33 0.50
C -0.09 -0.18 -0.47
H -0.23 0.41 -1.03
C -1.35 -0.68 0.61
C 0.08 1.15 -0.26
H -0.08 -0.16 -0.02
C -0.44 1.66 -0.31
C 0.98 -1.46 -0.62
H -0.12 -0.42 -0.09
C -0.28 1.29 1.26
H 0.72 0.28 -0.21
H 0.02 -0.17 0.17
H -0.35 0.16 -0.40
C -0.39 -0.39 -1.67
C -0.14 0.33 -0.07
N 0.08 1.25 -0.97
C -0.75 -0.19 0.28
C -0.14 -0.13 -0.26
C 0.24 0.02 0.17
H -0.32 -0.08 0.86
H -0.87 1.32 -0.14
H 0.07 0.35 0.05
C 0.91 -1.48 1.89
H -0.02 0.17 0.03
H -0.07 -0.12 -0.19
C 0.94 0.69 -0.09
C -0.51 0.03 0.29
N 0.98 0.11 1.40
Br -0.35 -0.12 0.54
C 1.22 -0.15 -0.55
C -1.74 -0.23 -1.38
C 0.49 -0.89 -0.27
C -0.05 -0.06 1.17
N -0.64 0.50 0.51
C 0.31 -0.07 -0.99
C 0.84 0.46 0.62
H -0.07 0.08 0.07
H -0.27 -0.05 0.05
C 0.17 0.10 0.35
H 0.29 0.13 -0.22
H -0.27 0.15 0.00
C -0.65 -0.77 -1.22
N -0.70 -0.27 0.79
C -0.61 -0.12 1.01
H -0.37 -0.93 -0.48
H 0.12 -0.62 -0.44
C 0.75 0.98 0.02
H 0.02 -0.15 0.24
C -0.62 -0.33 -0.53
C -0.27 -0.60 0.02
H -0.26 -0.24 0.04
H -0.18 -0.58 1.03
H -0.55 -0.46 0.18
C 0.85 -1.03 -0.89
C -0.92 0.09 0.45
H -0.48 -0.14 -0.29
H 0.29 0.21 0.46
H -0.16 -0.19 0.48
C 0.55 -1.12 0.23
C 0.29 -0.12 -0.27
H -0.13 -0.46 0.05
C 1.10 -0.17 0.32
C 0.06 -0.50 0.29
H 0.74 -0.78 0.05
C 0.16 1.52 -0.36
C -0.51 0.71 0.70
N -1.62 -1.75 0.84
H -0.62 0.69 0.65
H 0.72 -0.63 -0.21
C -0.15 0.86 0.39
H -0.87 0.41 0.93
C 1.56 1.05 -0.81
H -0.69 0.34 0.07
H 0.26 0.20 0.44
C 2.27 0.58 -0.98
H 0.04 -0.21 -0.10
H 0.36 -0.61 -0.48
C -1.30 -0.03 0.53
C -0.11 -0.50 -0.72
H 0.29 -0.61 0.64
H -0.12 -0.20 0.29
H -0.08 0.28 0.27
H -0.06 -0.10 0.15
C 0.55 0.86 -0.49
C 0.23 -0.05 -0.77
H 0.03 -0.16 0.21
C -0.80 1.06 1.34
C 0.86 1.79 -1.27
C 1.30 -0.32 -0.32
C 0.20 0.87 -0.28
C 0.47 0.96 -0.53
N -0.15 0.59 -0.90
Tl 0.28 0.29 -0.76
C -0.08 0.05 -0.41
C -0.57 1.19 2.02

***

No. 2
Computed, not measured: a molecular structure, C55H46Co2N4O5P in a non-equilibrium geometry, with the ωB97M-V functional and the def2-TZVPD basis.

Computed properties:
**2S+1**: 1
**Gap between HOMO and LUMO**: 0.1826 Ha
**Total charge**: -1

CARTESIAN COORDINATES (ANGSTROEM)
C -2.99003 2.41388 -0.46940
C 7.05836 -2.85442 -2.77309
C 5.53005 -3.16682 -4.57335
C 7.28490 0.66161 -3.35614
C -3.03974 2.34805 0.90487
H 5.05183 -0.86631 -6.35803
C -3.30605 3.48164 1.63900
C -3.92967 -0.46120 1.21765
C -1.27075 -0.86798 -0.82418
C 5.62601 -1.75650 -6.62988
C 9.49493 1.80895 -2.17482
H 7.43258 -0.55836 -6.67611
C -1.31267 0.63920 5.51279
O 2.18610 0.44512 3.87881
H 2.57686 1.24049 -1.02652
H -3.68098 5.58334 1.58092
H 7.91642 -2.35397 -2.35892
C 4.84646 -4.06522 -3.75167
C -1.40774 0.52625 4.13951
H -0.55764 0.19213 3.56784
C 3.33180 -6.96278 -3.30896
C -3.51020 4.69017 1.00220
C 3.53808 0.00451 0.40867
H 4.98589 1.18064 -0.68038
H -4.43185 1.70927 6.17736
H 9.29900 -0.81210 -5.32531
H 2.30279 -3.39371 -5.18629
H -3.14960 3.67525 -2.18230
H 4.49348 -4.54617 -6.98094
O -1.55688 -1.32880 -1.82534
C -0.13145 -1.44253 1.72558
C 4.18105 -9.60863 -3.28365
H -2.76664 1.52251 -1.03441
H -4.59463 -3.73827 1.56702
H 5.44601 -1.93132 -7.69602
C -5.93142 -1.04508 0.05248
H 9.28759 -1.86113 -3.93371
C 5.37710 -4.30731 -2.48769
C -2.40044 1.06520 6.24524
C 8.53394 0.09985 -3.56624
H -3.28952 3.42831 2.71709
H 1.95219 -7.56633 -1.80161
O 3.34416 3.87051 0.51596
Co -0.84002 -0.11615 0.72591
C -2.58336 0.85399 3.50224
Co 1.23928 2.13541 1.64921
H -3.63506 5.69650 -0.87492
C 4.00934 -3.70261 -6.48088
C 2.74576 -7.88560 -2.45592
C 2.84368 -5.54908 -3.33637
H 6.90600 0.44035 0.63834
H 10.61335 0.26378 -3.13186
H -2.92892 -2.03754 2.23388
C -0.10626 2.97192 2.50566
C 4.35032 -7.38622 -4.14719
H -6.51560 -3.09308 0.17570
H 6.16559 2.22603 -2.43188
H 4.50787 -10.63561 -3.27690
C 3.16645 -9.19988 -2.44248
C -5.78610 -2.35517 0.46602
C 5.92388 0.04118 0.84842
C 8.70708 -1.09352 -4.45110
H 5.56503 -9.01608 -4.79618
C 2.42902 0.55427 -0.21136
H 4.89188 -5.03392 -1.85830
H -0.38343 0.40513 6.00395
C 4.85319 0.45173 0.09788
C 7.13974 1.78531 -2.56847
H 6.42780 0.20506 -3.81991
C 1.83717 1.11024 3.02336
H 4.35083 -2.00001 3.03755
C 4.77353 -8.69966 -4.13619
H 2.70022 -9.90912 -1.77905
C 5.74931 -0.84045 1.90534
H -4.59390 1.50934 3.71857
N 6.44568 -3.71690 -1.97890
H 2.83032 -5.13860 -2.32400
H -6.76148 -0.76535 -0.57267
C 4.48303 -1.32341 2.20754
H 7.70948 -2.27936 -6.89293
C 6.68090 -2.55205 -4.07772
C -3.20372 3.61821 -1.10886
C 1.08939 0.50437 0.41262
C 3.00089 -4.19524 -5.44723
C -3.46355 4.75717 -0.37586
C 0.11609 1.53244 0.05724
O 0.34881 -2.26114 2.35511
H 1.80555 -5.53210 -3.67656
H 3.52339 -3.11182 -7.26482
N 7.43631 -1.68900 -4.90848
C -4.71344 -2.71408 1.25347
C -4.99939 -0.09878 0.43376
N 5.06859 -2.88576 -5.87412
N 3.64032 -4.65634 -4.20120
C 2.53060 3.21903 0.97393
H 10.36070 2.26325 -1.72251
H 6.60004 -1.14307 2.49658
H 8.13362 3.23906 -1.36261
C -3.58277 1.37586 5.60562
C -3.78045 -1.76627 1.63197
C 3.39818 -0.91843 1.48284
C 7.10979 -1.54938 -6.34010
P -2.71135 0.76777 1.70889
H -2.32526 1.15729 7.31630
H 2.41923 -1.28147 1.74511
C 8.24506 2.35865 -1.97413
H -5.09836 0.92553 0.10870
H 0.02453 1.65856 -1.02202
C 9.63715 0.68786 -2.96678
C -3.67468 1.26842 4.23013
H 2.40071 -5.01482 -5.85577
O -0.96149 3.46878 3.06773
H 4.81003 -6.66976 -4.80569

Cartesian forces, eV/Å:
C 0.02 -0.07 -0.63
C 0.54 0.44 0.00
C -0.49 0.29 -1.27
C 0.00 -0.16 -0.14
C -0.84 -0.44 1.04
H 0.15 0.30 -0.03
C -0.15 0.35 0.33
C -0.43 1.10 0.72
C 0.06 1.18 1.69
C -0.58 -0.38 0.81
C 0.18 0.01 0.01
H -0.19 -0.03 0.07
C 0.12 -0.06 0.00
O -0.01 -0.43 0.32
H -0.04 0.26 -0.34
H -0.07 0.14 0.12
H 0.22 0.12 0.19
C -0.93 -0.07 -0.18
C 0.47 -0.16 0.18
H 0.00 0.03 -0.20
C 0.20 -0.35 -0.14
C 0.04 0.21 0.06
C 2.80 -1.41 1.34
H 0.00 0.17 -0.28
H -0.21 0.06 0.14
H -0.14 -0.06 -0.11
H -0.05 0.20 -0.22
H 0.00 -0.04 -0.25
H -0.17 -0.29 -0.05
O -0.32 -0.80 -1.48
C -1.97 1.31 -0.72
C 0.14 -0.27 -0.07
H 0.10 -0.09 -0.08
H 0.03 -0.18 0.08
H 0.25 -0.03 0.12
C 0.00 -0.09 -0.15
H 0.10 -0.03 0.06
C -0.48 -0.50 0.17
C 0.03 0.04 0.20
C -0.18 0.39 0.20
H -0.19 0.08 0.01
H -0.20 0.06 0.20
O 0.64 0.63 -0.27
Co 2.39 -0.18 0.36
C -0.91 0.28 -0.61
Co -0.33 -0.25 0.38
H 0.02 0.19 -0.11
C 0.96 0.15 0.36
C -0.05 0.10 0.02
C 0.61 1.21 -0.38
H 0.14 -0.03 -0.08
H 0.29 -0.11 0.00
H 0.15 -0.09 0.10
C 0.86 -0.93 -0.89
C -0.02 0.17 -0.03
H -0.12 -0.16 -0.07
H -0.16 0.03 0.06
H 0.06 -0.18 0.02
C -0.13 -0.03 0.11
C -0.37 -0.01 -0.20
C 0.44 -0.15 0.33
C -0.95 -1.00 -0.36
H 0.14 -0.03 -0.10
C -5.18 0.69 1.99
H -0.10 -0.15 0.22
H 0.19 -0.08 0.08
C -1.41 -0.29 0.21
C -0.09 0.15 0.00
H -0.20 -0.07 -0.04
C -0.10 1.29 -0.36
H -0.03 -0.12 0.10
C 0.07 -0.11 -0.06
H -0.09 -0.11 0.14
C 0.20 0.02 -0.02
H -0.20 0.05 -0.01
N -0.08 0.01 -0.41
H -0.06 -0.01 0.07
H -0.21 0.08 -0.13
C 0.46 -0.08 0.10
H -0.10 -0.12 -0.28
C 0.60 0.23 -0.61
C 0.02 -0.16 -0.19
C 0.41 1.54 -2.91
C 0.17 0.22 0.95
C -0.12 0.26 0.09
C 0.88 -2.52 0.23
O 0.92 -1.09 0.68
H 0.06 0.11 -0.10
H -0.12 -0.06 0.26
N -0.14 0.45 -0.13
C 0.34 -0.08 0.23
C -0.52 0.12 -0.36
N 0.10 -0.05 0.14
N 0.10 -0.38 -0.30
C -0.54 -0.52 0.11
H 0.17 0.05 0.10
H 0.11 -0.05 0.07
H -0.03 0.13 0.12
C -0.37 0.12 0.03
C -0.06 -0.55 0.15
C -0.08 0.39 -0.95
C 0.39 -0.51 0.77
P 3.61 -1.56 -1.71
H -0.01 0.03 0.21
H -0.09 0.03 -0.08
C -0.09 0.26 0.14
H -0.12 0.11 -0.01
H 0.06 1.12 0.16
C 0.02 -0.10 -0.07
C -0.34 0.15 0.61
H 0.19 0.02 -0.05
O -0.20 0.63 0.55
H 0.12 0.14 -0.12

***

Number 1: E -5603.06841 Ha. Number 2: E -5825.47274 Ha.